# 1
121
Properties=species:S:1:pos:R:3 method="wB97M-V/def2-TZVPD" gap_ev=9.173 total_charge=0 homo_energy_ev=-9.142 e_tot_ev=-58205.8381 e_above_lowest_kcal_mol=145.2 smiles=COC[C@H](C)N.COC[C@H](C)N.COC[C@H](C)N.COC[C@H](C)N.COC[C@H](C)N.CO.CO.CO.CO.CO.CO
C -8.916 -2.688 -2.093
O -7.871 -2.358 -1.232
C -6.981 -1.299 -1.703
C -5.857 -1.151 -0.593
C -4.882 -0.044 -0.921
N -5.108 -2.319 -0.499
H -9.575 -1.856 -2.341
H -9.590 -3.441 -1.684
H -8.509 -3.019 -3.048
H -6.540 -1.685 -2.622
H -7.515 -0.355 -1.812
H -6.289 -1.171 0.407
H -4.183 0.133 -0.103
H -5.438 0.880 -1.080
H -4.300 -0.324 -1.799
H -5.857 -2.991 -0.416
H -4.646 -2.371 0.398
C 1.747 -1.772 -0.327
O 1.989 -0.782 0.701
C 0.985 0.241 0.751
C 1.238 1.289 -0.429
C 2.511 2.073 -0.334
N 0.078 2.171 -0.525
H 0.729 -2.159 -0.382
H 2.435 -2.617 -0.322
H 1.969 -1.303 -1.285
H -0.013 -0.186 0.654
H 1.157 0.670 1.738
H 1.143 0.822 -1.409
H 2.795 2.616 -1.235
H 3.307 1.433 0.050
H 2.433 2.788 0.485
H 0.132 2.911 0.160
H 0.153 2.756 -1.345
C 4.818 -3.354 -6.403
O 3.810 -2.708 -7.257
C 2.416 -3.080 -6.932
C 1.351 -2.797 -8.001
C 1.624 -3.644 -9.255
N 1.489 -1.473 -8.622
H 4.719 -4.438 -6.344
H 4.706 -2.860 -5.438
H 5.820 -3.209 -6.806
H 2.303 -4.098 -6.560
H 2.170 -2.669 -5.952
H 0.331 -2.844 -7.618
H 2.562 -3.325 -9.709
H 0.995 -3.252 -10.055
H 1.442 -4.686 -8.992
H 2.477 -1.318 -8.769
H 1.252 -0.831 -7.879
C 3.844 4.497 5.934
O 3.709 5.965 5.824
C 2.632 6.366 4.971
C 2.535 7.826 5.037
C 1.438 8.358 4.166
N 3.708 8.561 4.678
H 4.156 4.248 6.949
H 4.616 4.135 5.255
H 2.866 4.054 5.747
H 2.601 5.924 3.975
H 1.674 5.994 5.335
H 2.349 8.132 6.067
H 1.409 9.441 4.045
H 0.454 8.177 4.599
H 1.363 7.969 3.150
H 3.522 9.366 5.259
H 4.518 8.159 5.127
C 1.096 -3.155 5.379
O 0.517 -4.424 5.396
C 1.499 -5.395 5.066
C 0.896 -6.776 5.236
C 0.532 -7.062 6.730
N 1.964 -7.722 4.969
H 1.823 -2.958 4.591
H 1.464 -2.973 6.389
H 0.333 -2.419 5.125
H 1.911 -5.300 4.061
H 2.304 -5.200 5.774
H 0.020 -6.947 4.609
H 1.344 -7.100 7.457
H 0.189 -8.085 6.889
H -0.101 -6.233 7.045
H 1.552 -8.607 5.226
H 2.008 -7.758 3.960
C -1.630 6.471 -3.297
O -1.085 6.563 -2.023
H -2.644 6.079 -3.380
H -1.606 7.465 -3.742
H -0.989 5.817 -3.888
H -0.180 6.830 -2.196
C -1.942 0.827 -5.039
O -3.055 0.158 -5.631
H -1.106 0.137 -4.922
H -1.584 1.640 -5.669
H -1.992 1.096 -3.984
H -2.830 0.022 -6.555
C -4.928 6.121 0.250
O -3.780 6.888 0.621
H -4.698 5.058 0.315
H -5.806 6.547 0.736
H -5.011 6.316 -0.819
H -3.071 6.575 0.054
C -2.830 3.419 3.883
O -1.840 3.901 4.723
H -2.855 2.329 3.863
H -3.806 3.829 4.144
H -2.704 3.922 2.924
H -1.884 4.856 4.645
C 6.784 -0.850 -0.143
O 6.194 -0.851 1.122
H 6.900 0.084 -0.692
H 7.765 -1.325 -0.153
H 6.265 -1.551 -0.797
H 5.244 -0.976 1.062
C 0.081 -8.133 -0.048
O 0.932 -9.308 -0.017
H -0.476 -7.970 0.875
H 0.588 -7.168 -0.050
H -0.589 -8.236 -0.902
H 0.404 -9.947 -0.500


# 2
112
Properties=species:S:1:pos:R:3 method="wB97M-V/def2-TZVPD" gap_ev=9.576 total_charge=0 homo_energy_ev=-10.722 e_tot_ev=-945027.0895
O -0.633 -4.838 1.982
C -0.190 -3.779 1.657
C 1.150 -3.199 1.891
C 1.197 -2.032 1.239
C 2.355 -1.070 1.248
C 2.180 0.270 0.524
O 1.852 1.293 1.458
C 0.476 1.478 1.649
C 0.103 1.201 3.092
F -1.061 1.779 3.442
F -0.050 -0.153 3.241
F 1.055 1.579 3.959
C -0.095 -1.873 0.516
O -0.417 -1.100 -0.341
O -0.942 -2.851 0.962
H 1.925 -3.615 2.500
H 3.249 -1.565 0.888
H 2.548 -0.830 2.291
H 1.476 0.224 -0.295
H 3.137 0.555 0.102
H -0.103 0.774 1.063
H 0.157 2.473 1.357
C -3.232 -2.784 4.515
Cl -4.301 -2.845 3.113
Cl -2.844 -4.435 5.030
Cl -1.749 -1.931 4.091
Cl -4.025 -1.929 5.839
C -2.106 3.581 -1.516
Cl -3.178 3.402 -2.913
Cl -1.627 2.002 -0.911
Cl -0.677 4.492 -2.016
Cl -2.921 4.447 -0.201
C -3.988 -3.172 10.016
Cl -3.527 -3.931 8.494
Cl -5.731 -3.327 10.249
Cl -3.142 -3.954 11.354
Cl -3.552 -1.459 9.965
C -5.102 7.220 -4.288
Cl -4.792 6.335 -5.791
Cl -6.849 7.394 -4.092
Cl -4.367 6.398 -2.901
Cl -4.406 8.842 -4.404
C -5.069 1.022 0.807
Cl -4.530 -0.321 -0.204
Cl -6.480 0.515 1.735
Cl -3.785 1.460 1.942
Cl -5.464 2.411 -0.227
C 0.502 -6.031 -2.131
Cl 0.380 -4.271 -1.996
Cl 1.894 -6.442 -3.137
Cl 0.719 -6.736 -0.527
Cl -0.972 -6.664 -2.863
C -0.452 5.775 -6.402
Cl -1.128 4.153 -6.597
Cl -0.329 6.537 -7.991
Cl -1.511 6.740 -5.369
Cl 1.149 5.655 -5.671
C -9.012 6.794 0.236
Cl -9.931 5.292 0.246
Cl -7.923 6.830 1.626
Cl -8.061 6.891 -1.249
Cl -10.129 8.161 0.313
C 4.173 2.810 -5.494
Cl 4.076 1.625 -6.798
Cl 2.635 2.859 -4.631
Cl 5.467 2.362 -4.381
Cl 4.511 4.409 -6.172
C 5.537 -5.050 1.009
Cl 3.973 -4.216 1.053
Cl 6.805 -3.891 0.602
Cl 5.869 -5.747 2.593
Cl 5.482 -6.322 -0.210
C 1.443 -7.427 4.196
Cl 3.124 -6.906 4.358
Cl 1.280 -9.082 4.788
Cl 0.396 -6.355 5.127
Cl 1.002 -7.349 2.492
C 3.550 8.650 -8.064
Cl 2.244 9.281 -7.061
Cl 3.026 8.589 -9.749
Cl 4.963 9.700 -7.922
Cl 3.970 7.020 -7.523
C 8.789 -7.960 4.751
Cl 9.330 -9.638 4.785
Cl 9.220 -7.233 3.202
Cl 7.034 -7.908 4.964
Cl 9.564 -7.063 6.059
C 4.765 -6.348 -5.942
Cl 4.639 -4.594 -5.784
Cl 6.173 -6.735 -6.952
Cl 4.981 -7.069 -4.345
Cl 3.284 -6.961 -6.676
C 2.043 -1.883 6.691
Cl 2.273 -0.139 6.770
Cl 1.670 -2.360 5.029
Cl 3.519 -2.700 7.214
Cl 0.701 -2.354 7.735
C -6.567 6.025 5.417
Cl -8.130 6.563 6.034
Cl -5.378 6.035 6.721
Cl -6.719 4.392 4.764
Cl -6.038 7.116 4.130
C 5.161 -11.397 -7.323
Cl 5.522 -9.673 -7.182
Cl 5.867 -12.262 -5.954
Cl 3.410 -11.632 -7.325
Cl 5.841 -12.021 -8.828
C -4.539 12.904 -3.410
Cl -4.211 12.042 -4.917
Cl -6.283 13.038 -3.181
Cl -3.834 12.010 -2.062
Cl -3.827 14.517 -3.489